Computed, not measured: a cluster of 12 separate species, C27H23Cl44F9N2O7PS in total at a distorted geometry, with the ωB97M-V functional and the def2-TZVPD basis.

```
114
Properties=species:S:1:pos:R:3
C 0.726 -2.821 -2.249
C 0.417 -1.822 -1.061
C 1.099 -2.582 0.167
C 2.629 -2.205 0.272
C 3.397 -3.072 1.372
C 4.446 -2.139 2.069
C 4.175 -1.620 3.497
F 5.283 -1.901 4.276
F 4.193 -0.227 3.421
C 2.824 -1.960 4.198
F 1.738 -1.729 3.431
F 2.694 -1.036 5.205
S 2.695 -3.621 5.056
F 3.839 -4.301 4.152
F 3.744 -3.186 6.220
F 1.524 -2.992 6.015
F 1.494 -4.139 4.097
F 2.570 -5.050 5.833
C 0.808 -0.331 -1.253
C 1.067 0.229 -2.699
O 0.595 -0.259 -3.736
O 1.794 1.289 -2.755
N -0.309 0.535 -0.694
C -0.975 -0.372 0.221
O -1.310 -0.184 1.347
C -1.131 -1.683 -0.677
C -1.841 -2.898 -0.002
C -1.913 -4.196 -0.922
C -3.293 -4.873 -0.618
N -4.425 -4.265 -1.197
O -3.322 -5.825 0.112
C -2.124 -1.178 -1.817
P -3.501 -0.072 -1.260
O -4.122 -0.449 0.035
O -4.689 -0.194 -2.412
O -3.119 1.524 -1.197
H 1.814 -2.767 -2.496
H 0.510 -3.876 -1.982
H 0.096 -2.520 -3.113
H 1.025 -3.688 0.066
H 0.612 -2.310 1.137
H 2.647 -1.144 0.615
H 3.148 -2.359 -0.697
H 2.604 -3.502 2.016
H 3.909 -3.921 0.861
H 5.425 -2.681 2.084
H 4.627 -1.271 1.392
H 1.684 0.072 -0.690
H 0.129 1.195 -0.041
H -1.373 -3.207 0.964
H -2.899 -2.651 0.255
H -1.816 -3.949 -2.003
H -1.063 -4.858 -0.660
H -4.290 -4.052 -2.184
H -5.246 -4.868 -1.140
H -2.619 -2.023 -2.356
H -1.557 -0.619 -2.612
H -5.475 0.279 -2.089
H -2.763 1.676 -0.303
C 3.247 -2.347 -5.533
Cl 3.794 -2.876 -3.931
Cl 1.668 -3.076 -5.888
Cl 3.100 -0.592 -5.551
Cl 4.426 -2.860 -6.759
C -6.406 2.835 -4.051
Cl -7.415 4.256 -4.366
Cl -5.999 2.044 -5.582
Cl -4.921 3.333 -3.231
Cl -7.295 1.698 -3.018
C -0.339 4.258 -0.895
Cl -1.658 3.851 0.218
Cl -0.441 3.205 -2.299
Cl -0.465 5.956 -1.408
Cl 1.213 4.015 -0.073
C -8.637 7.219 -1.639
Cl -10.038 6.171 -1.919
Cl -8.894 8.166 -0.164
Cl -7.185 6.227 -1.460
Cl -8.436 8.316 -3.017
C -6.150 -1.754 3.228
Cl -7.881 -1.966 3.562
Cl -5.791 -0.031 3.050
Cl -5.202 -2.420 4.566
Cl -5.726 -2.606 1.740
C 5.346 2.595 3.626
Cl 6.338 1.659 2.496
Cl 3.899 3.184 2.793
Cl 4.867 1.564 4.985
Cl 6.281 3.977 4.228
C -1.493 -6.510 3.642
Cl -0.469 -6.204 5.054
Cl -2.236 -8.113 3.785
Cl -2.757 -5.278 3.554
Cl -0.504 -6.447 2.173
C 6.471 8.065 2.676
Cl 7.514 8.269 4.096
Cl 5.539 6.569 2.833
Cl 5.356 9.438 2.555
Cl 7.469 7.987 1.216
C 3.753 -7.179 -5.904
Cl 3.486 -8.014 -7.445
Cl 5.432 -6.622 -5.818
Cl 2.665 -5.787 -5.789
Cl 3.433 -8.297 -4.565
C 2.797 8.810 -1.114
Cl 3.842 9.213 0.264
Cl 3.764 8.765 -2.600
Cl 2.072 7.222 -0.831
Cl 1.524 10.034 -1.277
C -1.952 8.545 1.262
Cl -2.590 9.478 -0.104
Cl -0.253 8.965 1.525
Cl -2.883 8.927 2.724
Cl -2.084 6.817 0.910
```

Computed properties:
**Net charge**: -1
**Molar mass**: 2281.4 g mol⁻¹
**Multiplicity**: 1
**HOMO-LUMO gap**: 6.71 eV
**DFT total energy**: -23565.552636 Eh
**E_HOMO**: -5.4 eV
**Energy relative to the best compared isomer or geometry (same formula, charge and spin)**: 18.7 kcal/mol
**LUMO**: 1.31 eV
**Max |F|**: 3.535 eV Å⁻¹

***

Computed, not measured: the molecule C3H7N at a distorted geometry, with the ωB97M-V functional and the def2-TZVPD basis.

```
11
Properties=species:S:1:pos:R:3
H -2.300 -0.300 -1.971
N -1.976 0.442 -1.369
C -0.694 -0.771 -0.870
C -0.169 -0.623 0.466
C 0.623 0.717 0.590
H -0.097 -0.952 -1.740
H -0.979 -0.588 1.173
H 0.505 -1.372 0.893
H 0.870 0.848 1.743
H -0.037 1.460 0.183
H 1.569 0.644 0.125
```

Computed properties:
**Molar mass**: 57.1 g mol⁻¹
**Multiplicity**: 1
**HOMO-LUMO gap (spin up / spin down)**: 10.50 / 8.43 eV
**DFT total energy**: -173.063246 Eh
**E_HOMO (spin up / spin down)**: -10.6 / -8.6 eV
**Energy relative to the best compared isomer or geometry (same formula, charge and spin)**: 112.2 kcal/mol
**LUMO (spin up / spin down)**: -0.08 / -0.22 eV
**Max |F|**: 5.947 eV Å⁻¹